[1]
Molecular formula: C16H47NO8
Method: DFT, ωB97M-V with the def2-TZVPD basis set

Properties
Orbital gap (eV): 7.376
E_LUMO (eV): 0.0
HOMO level (eV): -7.3
Electronic energy (eV): -35206.54126

Structure (XYZ):
```
72
Properties=species:S:1:pos:R:3:forces:R:3
C 8.26346 18.49165 -0.94275 -0.820 0.190 -0.715
O 8.12079 17.40373 -0.04935 0.350 -0.986 -0.368
C 8.21686 17.71301 1.33052 0.175 1.022 0.444
C 7.07982 18.65555 1.80912 0.188 -1.770 -0.218
N 5.86202 17.85158 1.65884 0.473 -0.433 0.657
C 4.68487 18.61219 1.81832 -1.919 -0.348 -0.315
C 3.40022 17.73101 1.58974 0.032 1.815 -0.758
O 3.19150 17.68693 0.15797 0.268 -0.471 0.177
C 2.01269 17.04601 -0.32692 1.011 -0.523 0.601
H 9.11648 19.12997 -0.71251 -0.993 -0.276 -0.681
H 7.34342 19.07543 -0.91404 0.409 -0.053 -0.024
H 8.35182 18.18633 -1.98537 0.088 -0.974 0.036
H 9.23396 18.04328 1.54155 -1.275 0.546 -0.172
H 8.26256 16.80883 1.93755 -0.859 -0.403 -0.548
H 7.08561 19.62127 1.30368 -0.581 -1.381 0.378
H 7.31596 18.89667 2.84555 -0.399 -0.315 0.603
H 5.78264 17.51599 0.70954 0.732 -0.373 -0.236
H 4.66318 19.36208 1.02757 -0.693 0.411 0.236
H 4.66063 19.12720 2.77867 -0.124 -0.149 0.192
H 2.54069 18.29533 1.95147 -0.162 -0.089 0.600
H 3.45899 16.75705 2.07560 0.117 -0.170 -0.223
H 1.08730 17.56795 -0.08336 0.016 0.422 -0.217
H 1.90780 16.04622 0.09439 0.066 -0.233 0.233
H 2.18927 16.88612 -1.39058 -0.367 0.398 -0.022
C 11.27088 15.26242 1.01348 -0.846 -0.731 0.479
O 10.45129 15.86744 2.00178 -3.900 -6.592 -0.094
H 11.52293 14.21657 1.18891 -0.613 -0.360 0.202
H 10.77105 15.37331 0.05121 0.049 -0.200 -0.396
H 12.25764 15.71966 0.94042 -0.607 -1.099 0.402
H 10.96055 16.65114 2.22101 -0.329 -1.046 0.756
C 9.62555 21.04226 2.92519 0.773 0.611 0.916
O 9.42876 21.52824 1.54554 9.346 11.002 9.930
H 8.65440 20.78213 3.34626 -0.096 0.561 -0.239
H 10.20702 20.12329 2.99929 -0.097 0.270 -0.656
H 10.19134 21.75066 3.53027 -0.510 0.322 0.019
H 10.26756 21.83251 1.19137 0.588 0.379 0.139
C 13.92374 17.08443 -1.93468 0.528 -0.100 -0.788
C 13.55592 16.64041 -0.56144 1.553 -1.462 -1.336
O 13.01518 17.74323 0.12320 3.599 0.719 -4.661
H 14.41968 16.28569 -2.48620 0.079 -0.015 -0.015
H 14.60628 17.93253 -1.88027 0.075 0.083 -0.153
H 13.04750 17.37733 -2.51305 -0.066 0.052 0.137
H 14.40116 16.25423 0.00823 0.489 0.232 -0.037
H 12.95470 15.73287 -0.61642 -0.750 0.826 -0.031
H 13.79385 18.27509 0.30318 -0.123 0.500 0.491
C 10.77476 19.04125 0.61532 0.429 0.325 -0.093
C 11.21867 18.48952 1.96800 1.393 1.678 -2.103
O 11.82636 17.27201 1.74343 2.284 5.454 4.854
H 11.62889 19.20942 -0.04065 -0.106 0.546 0.327
H 10.19446 19.95683 0.72967 1.138 -1.296 -0.755
H 10.19419 18.30522 0.05917 0.410 0.008 0.516
H 10.37294 18.40031 2.64982 0.435 -0.220 0.373
H 12.02292 19.14404 2.30396 -1.341 0.293 0.112
H 12.22839 17.25872 0.87177 -0.610 0.510 0.621
C 6.29744 21.05355 -0.36310 -0.151 0.590 0.718
C 7.54597 21.47725 0.45426 -0.983 -0.530 -1.590
O 8.39490 20.38017 0.61141 -7.396 -4.641 -6.905
H 5.62104 21.90264 -0.46128 0.003 0.160 -0.099
H 5.73285 20.29146 0.17408 0.210 0.189 -0.332
H 6.51280 20.66502 -1.35847 0.214 0.303 0.114
H 7.31122 21.92455 1.42013 -0.734 -0.015 0.115
H 8.04625 22.27252 -0.09833 0.089 0.304 -0.214
H 9.07689 20.62737 1.24021 -1.538 -3.648 -1.608
C 13.78908 19.02937 3.29325 -0.700 -2.296 1.904
C 14.56053 20.07444 2.70720 -0.193 2.794 -0.359
O 15.84628 19.68061 2.46539 2.086 -0.397 -0.591
H 12.78110 19.33777 3.57068 0.430 -0.255 -0.128
H 14.16218 18.60958 4.22743 0.646 0.345 0.231
H 13.89920 18.19623 2.59910 -1.001 -0.290 0.166
H 14.52715 20.99715 3.28650 0.066 0.304 0.242
H 14.13727 20.34870 1.74090 -0.095 0.076 -0.271
H 16.28706 19.54466 3.30731 0.135 -0.100 0.031
```
Forces are in eV/Å.

Atomic partial charges in e from the Löwdin method, atoms 1 to 5:
1 C -0.113
2 O -0.143
3 C -0.196
4 C -0.171
5 N -0.049

[2]
Molecular formula: C16H48AsF6O8
Method: DFT, ωB97M-V with the def2-TZVPD basis set

Properties
Net charge: -1
Orbital gap (eV): 9.503
E_LUMO (eV): 2.2
HOMO level (eV): -7.3
Electronic energy (eV): -110896.97600

Structure (XYZ):
```
79
Properties=species:S:1:pos:R:3:forces:R:3
As -1.44746 -0.70809 -0.18364 0.628 -0.502 0.354
F -1.94473 0.97103 -0.60811 0.760 -1.953 0.356
F 0.31855 -0.27299 -0.28103 -2.543 -0.509 -0.044
F -1.01443 -2.40984 0.16685 0.022 1.409 0.014
F -3.11550 -1.18120 -0.04490 0.708 0.487 0.153
F -1.47909 -1.22820 -1.91883 0.147 0.875 1.610
F -1.37475 -0.29566 1.63602 -0.118 -0.336 -2.542
C 2.52982 3.02526 -1.84309 -0.821 0.121 0.802
C 2.38938 1.50330 -1.82507 2.841 -0.873 -0.659
C 3.64682 0.86869 -2.55372 -0.772 0.936 -1.069
O 2.59717 1.02876 -0.52304 -0.353 0.231 1.290
H 2.07920 3.50251 -2.71330 0.281 -0.082 -0.126
H 3.53851 3.38306 -1.63662 0.335 -0.378 -0.624
H 2.03076 3.42906 -0.96219 -0.582 -0.116 -0.023
H 1.44965 1.08627 -2.18713 -0.104 0.528 -0.397
H 3.65998 -0.21869 -2.62807 -0.254 -0.048 0.393
H 4.55384 1.22483 -2.06529 -0.149 -0.148 0.368
H 3.74423 1.23010 -3.57744 -0.141 0.090 -0.329
H 1.98537 0.29952 -0.39851 0.047 0.098 0.329
C 4.15012 -3.69740 -0.11664 0.463 1.155 0.687
C 4.08545 -2.32337 0.69867 -1.262 -1.824 -0.807
C 2.60965 -1.89727 0.76946 0.407 0.887 -0.018
O 4.69257 -2.38295 2.00699 -0.138 -0.089 -1.269
H 3.52189 -3.71336 -1.00725 -0.488 0.313 0.264
H 3.87031 -4.52425 0.53614 0.293 -0.195 -0.161
H 5.14730 -3.74535 -0.55415 0.272 -0.659 0.507
H 4.66085 -1.68460 0.02861 -0.058 0.729 0.745
H 2.27201 -1.76005 -0.25780 -0.133 0.123 0.088
H 2.50888 -0.96491 1.32502 0.191 0.345 -0.272
H 1.85766 -2.51519 1.26015 0.495 -0.878 0.025
H 4.09416 -2.94297 2.50687 -0.004 -0.080 0.300
C -0.43569 3.02246 1.44310 1.007 0.658 0.420
C -1.81178 3.57287 1.63212 -0.258 0.558 0.917
C -1.99119 5.01679 2.22371 0.162 -1.430 -1.551
O -2.44887 3.49474 0.37979 -0.784 0.519 0.161
H 0.05981 3.53556 0.61889 0.070 0.063 -0.079
H -0.44926 1.95721 1.21257 -0.025 0.067 0.155
H 0.15490 3.20195 2.34149 0.200 -0.234 0.021
H -2.29082 2.96470 2.39942 -0.437 -0.588 -0.083
H -1.42648 5.13584 3.14839 -0.026 0.141 -0.151
H -3.06424 5.12087 2.38437 0.068 0.220 0.204
H -1.70462 5.68888 1.41484 0.215 0.438 0.347
H -2.18147 2.64841 0.01397 -0.186 -0.138 -0.271
C 0.60555 -2.41433 -4.60147 -0.450 -0.478 -0.041
C 0.76580 -0.90263 -4.43343 0.182 0.189 1.450
C 1.59102 -0.19697 -5.46027 0.447 0.684 -0.878
O -0.45710 -0.22976 -4.28200 -0.766 -0.122 -0.827
H 1.54275 -2.97039 -4.62519 0.231 0.288 -0.444
H -0.05069 -2.70389 -5.42221 0.333 0.237 -0.555
H 0.09445 -2.89023 -3.76457 -0.108 0.520 0.528
H 1.21937 -0.77662 -3.45033 0.804 -0.100 0.121
H 1.60830 0.89179 -5.50949 -0.657 0.311 1.197
H 1.19047 -0.34479 -6.46317 0.486 -0.941 -0.272
H 2.65163 -0.38228 -5.29037 0.022 -0.738 -0.642
H -0.93045 -0.74872 -3.62760 -0.448 0.269 0.297
C -1.04839 -2.92524 3.18292 -0.532 -0.229 0.980
O -0.26876 -3.90941 2.52751 -0.070 0.231 0.002
H -2.01071 -2.70194 2.72228 0.142 -0.112 -0.406
H -1.30337 -3.31689 4.16764 0.057 -0.167 0.109
H -0.54991 -1.97646 3.38150 0.401 0.054 -0.409
H -0.43051 -3.82094 1.58539 0.050 0.167 -0.162
C 0.47200 0.86763 4.25894 -0.210 0.272 -1.072
O 1.22130 0.53189 5.39015 -0.248 -0.631 0.748
H 0.52263 1.95406 4.18677 0.221 -0.177 -0.567
H 0.84080 0.28920 3.41188 0.495 0.733 -0.561
H -0.58560 0.61300 4.19009 -0.410 -0.141 1.099
H 1.35459 -0.41643 5.32283 0.172 -0.081 0.371
C -5.56471 -0.04674 -1.24940 0.035 -0.248 0.825
O -6.97138 -0.13879 -1.51626 0.577 -0.003 -0.192
H -5.34565 -0.31357 -0.21553 -0.445 0.034 0.047
H -5.01468 -0.78835 -1.82869 0.160 0.301 -0.277
H -5.20855 0.97615 -1.37162 0.190 -0.051 -0.344
H -6.97086 -0.13159 -2.47623 -0.605 0.008 -0.077
C -4.15385 0.17794 3.06974 -2.106 1.636 -0.895
O -3.24344 -0.38013 3.85964 3.171 -1.567 2.266
H -3.81234 1.15167 2.71858 -0.022 0.129 -0.704
H -4.38518 -0.51507 2.26084 -0.715 0.412 -0.347
H -4.96886 0.43573 3.74605 -0.754 -0.314 -0.519
H -2.43413 -0.39327 3.34347 0.396 -0.306 0.116
```
Forces are in eV/Å.

Atomic partial charges in e from the Löwdin method, atoms 1 to 5:
1 As 1.002
2 F -0.251
3 F -0.266
4 F -0.264
5 F -0.242

[3]
Molecular formula: C16H48ClN4O4
Method: DFT, ωB97M-V with the def2-TZVPD basis set

Properties
Net charge: +3
Orbital gap (eV): 9.479
E_LUMO (eV): -7.7
HOMO level (eV): -17.2
Electronic energy (eV): -44016.25893

Structure (XYZ):
```
73
Properties=species:S:1:pos:R:3:forces:R:3
C -9.73624 -16.71913 0.40567 0.438 0.426 -0.386
C -8.79818 -16.01739 -0.61947 0.791 -0.237 -0.491
C -9.55194 -15.13347 -1.76069 2.089 -0.361 0.779
O -8.66556 -14.25455 -2.51743 -1.237 -0.386 1.432
C -7.65281 -14.81633 -3.33232 0.938 0.091 0.502
N -7.62271 -15.16506 -0.02314 -1.049 1.500 0.092
H -7.81733 -14.51307 0.72327 -1.015 -0.352 1.201
H -6.73996 -15.58108 0.23720 0.109 -1.304 -0.061
H -7.41536 -14.41501 -0.66698 0.176 0.052 -1.642
H -10.01229 -16.13038 1.28047 -0.155 0.324 -0.287
H -9.33590 -17.65475 0.79611 0.457 0.113 -0.178
H -10.62813 -17.01944 -0.14428 -0.177 0.271 0.068
H -8.18949 -16.80278 -1.06753 -0.258 -0.011 -0.347
H -10.24490 -14.53671 -1.16757 -0.142 0.386 -0.719
H -10.04896 -15.84893 -2.41583 -0.178 0.071 0.085
H -6.90916 -14.04293 -3.52449 -0.413 0.455 -0.147
H -7.93935 -15.21338 -4.30615 -0.469 -0.244 0.291
H -7.06152 -15.50521 -2.72905 -0.090 -0.834 -0.255
C -6.06748 -23.25859 -2.13929 -0.081 0.580 0.838
C -5.66234 -21.78228 -1.96702 -0.530 -0.694 -1.408
C -5.83148 -20.94839 -3.34580 1.319 -1.455 1.779
O -5.48153 -19.64280 -3.11394 -0.509 2.892 0.210
C -4.07801 -19.33072 -2.94647 -0.401 -1.408 0.457
N -6.53220 -21.13709 -0.85786 0.276 -1.137 0.233
H -6.37744 -21.61129 0.02037 1.070 -0.434 0.442
H -6.29947 -20.17455 -0.65917 -0.154 1.054 -0.299
H -7.52414 -21.32712 -0.86515 -0.768 0.565 -1.278
H -6.99319 -23.36583 -2.70468 0.173 -0.103 -0.196
H -6.23663 -23.67934 -1.14810 -0.134 -0.188 0.120
H -5.25064 -23.86264 -2.53424 -0.139 0.266 -0.392
H -4.67883 -21.76994 -1.49729 0.134 0.386 -0.470
H -6.84948 -21.12687 -3.69211 -0.312 0.837 0.242
H -5.23303 -21.33059 -4.17276 0.415 -0.734 0.317
H -3.75414 -18.29543 -2.83981 -1.214 0.433 -0.913
H -3.54072 -19.81347 -3.76278 0.396 0.020 0.283
H -3.80953 -19.67289 -1.94699 0.510 -0.808 -0.063
C -0.68788 -15.47753 1.20383 0.223 -0.609 0.706
C -1.94186 -16.25173 1.69296 1.487 1.332 -0.307
C -2.65356 -15.43636 2.80080 0.865 -0.239 -0.115
O -3.52206 -16.27401 3.48941 -2.980 0.607 0.002
C -4.85047 -15.67260 3.77040 0.756 -1.094 0.125
N -2.90198 -16.52513 0.55116 0.220 0.866 0.344
H -3.12276 -15.67365 0.05484 -0.394 0.704 0.224
H -2.58364 -17.10164 -0.21460 0.556 -0.840 0.239
H -3.72535 -16.91898 0.98363 -1.120 -0.515 -0.177
H -0.00868 -15.58136 2.05000 0.286 0.046 -0.119
H -0.75039 -14.40166 1.04041 -0.723 -0.008 0.021
H -0.16996 -15.89115 0.33853 -0.232 -0.307 -0.001
H -1.66098 -17.24637 2.03924 0.008 0.151 0.190
H -3.04955 -14.51929 2.36461 -0.760 -0.037 -0.248
H -1.99252 -15.04051 3.57179 0.916 -0.142 -0.460
H -4.84588 -14.72332 4.30607 0.579 0.007 -0.027
H -5.36324 -16.39918 4.40069 0.156 0.032 0.040
H -5.45587 -15.56662 2.87020 0.243 0.013 -0.349
C -5.24783 -20.73590 3.71136 -1.089 -0.117 -0.873
C -6.82140 -20.82098 3.66320 -0.566 0.518 1.689
C -7.51783 -21.50165 4.89148 -0.151 0.735 -1.013
O -8.96108 -21.32367 4.84209 2.163 -0.073 -0.125
C -9.68491 -22.38200 5.47373 -0.678 -0.605 0.007
N -7.40585 -19.38856 3.47474 0.206 -1.308 -0.093
H -7.37537 -18.76634 4.26973 0.529 0.025 0.551
H -6.88447 -19.01946 2.69243 0.415 1.036 -0.654
H -8.38168 -19.40870 3.21501 -0.535 -0.434 -0.047
H -4.82118 -21.73791 3.66620 -0.128 -0.017 0.242
H -4.77055 -20.17215 4.51292 -0.606 -0.175 0.422
H -4.91009 -20.22978 2.80701 -0.052 0.008 -0.236
H -7.23840 -21.37873 2.82468 0.471 0.236 -0.421
H -7.07484 -21.07799 5.79279 -0.221 -0.222 0.340
H -7.20502 -22.53399 4.73496 -0.269 -0.308 0.585
H -9.65573 -23.30925 4.90148 0.074 0.093 -0.458
H -10.72268 -22.05432 5.53493 0.160 0.026 0.013
H -9.35755 -22.69315 6.46576 0.355 0.688 0.186
Cl -5.92771 -17.97324 0.83587 -0.031 -0.107 -0.042
```
Forces are in eV/Å.

Atomic partial charges in e from the Löwdin method, atoms 1 to 5:
1 C -0.033
2 C -0.250
3 C -0.089
4 O -0.188
5 C -0.087